C4H6N2 | ωB97M-V/def2-TZVPD

* strongest force on any atom: 3.9 eV/A
* total charge: 0
* SMILES: N#C[C@H]1CCN1
* Kohn-Sham gap: 10.568 eV
* ΔE to the lowest compared entry with this formula, charge and spin: 67.30 kcal/mol

Bonds (Å) are listed after each position.
Cartesian coordinates (Å):
1 N 2.239 0.872 -0.908  C2 1.160
2 C 1.736 0.083 -0.221  N1 1.160, C3 1.467
3 C 0.649 -0.393 0.640  C2 1.467, C4 1.598, N6 1.459, H7 1.102
4 C -0.254 0.879 0.295  C3 1.598, C5 1.570, H8 1.101, H9 1.199
5 C -1.179 -0.163 -0.428  C4 1.570, N6 1.479, H10 1.094, H11 1.101
6 N -0.382 -1.283 0.116  C3 1.459, C5 1.479, H12 1.015
7 H 0.969 -0.626 1.668  C3 1.102
8 H -0.727 1.240 1.221  C4 1.101
9 H 0.502 1.541 -0.358  C4 1.199
10 H -1.162 -0.087 -1.519  C5 1.094
11 H -2.229 -0.223 -0.103  C5 1.101
12 H -0.091 -2.001 -0.539  N6 1.015

Want to see where the charge sits? The Löwdin charges in e are: 0.134 -0.204 -0.305 -0.091 -0.186 -0.023 0.137 0.104 0.118 0.105 0.101 0.108